A.
The following is a DFT calculation (ωB97M-V/def2-TZVPD) of 11 unconnected molecules or ions with the total composition C99H209N11O11.

- LUMO level (eV) = 0.313
- net charge = 0
- frontier orbital gap (eV) = 8.7
- HOMO (eV) = -8.4
- SMILES = CC1(C)CCCC(C)(C)N1O.CC1(C)CCCC(C)(C)N1O.CC1(C)CCCC(C)(C)N1O.CC1(C)CCCC(C)(C)N1O.CC1(C)CCCC(C)(C)N1O.CC1(C)CCCC(C)(C)N1O.CC1(C)CCCC(C)(C)N1O.CC1(C)CCCC(C)(C)N1O.CC1(C)CCCC(C)(C)N1O.CC1(C)CCCC(C)(C)N1O.CC1(C)CCCC(C)(C)N1O

Structure (XYZ):
```
330
Properties=species:S:1:pos:R:3:lowdin_charge:R:1
C -5.671 4.115 3.475 -0.052
C -6.860 4.092 2.583 -0.540
C -6.499 4.699 1.196 -0.146
C -5.611 3.808 0.353 -0.158
C -6.320 2.432 0.166 -0.154
C -6.699 1.781 1.479 -0.481
N -7.407 2.802 2.247 -0.075
O -7.861 2.183 3.466 -0.049
C -7.641 0.599 1.060 -0.008
C -5.407 1.095 2.147 -0.013
C -7.990 4.984 3.242 -0.012
H -5.590 5.136 3.870 0.092
H -4.671 3.880 2.950 0.091
H -5.739 3.450 4.308 0.062
H -7.487 4.962 0.733 0.133
H -6.097 5.650 1.406 0.092
H -4.701 3.582 0.948 0.084
H -5.362 4.251 -0.686 0.142
H -5.705 1.784 -0.423 0.098
H -7.241 2.631 -0.420 0.127
H -7.043 -0.196 0.522 0.076
H -8.087 0.197 1.937 0.068
H -8.339 0.968 0.355 0.066
H -4.505 1.797 2.155 0.063
H -5.600 0.749 3.183 0.082
H -5.088 0.291 1.435 0.065
H -7.487 5.966 3.456 0.091
H -8.226 4.509 4.209 0.081
H -8.865 5.113 2.617 0.077
H -7.026 1.985 3.997 0.099
C -3.512 -3.036 -1.671 -0.011
C -5.025 -3.126 -1.671 -0.520
C -5.674 -3.188 -3.100 -0.111
C -5.425 -4.534 -3.804 -0.184
C -6.089 -5.599 -2.945 -0.129
C -5.485 -5.627 -1.518 -0.485
N -5.663 -4.237 -0.969 -0.068
O -5.244 -4.235 0.400 -0.040
C -6.283 -6.516 -0.519 -0.030
C -4.072 -6.221 -1.548 -0.042
C -5.566 -1.888 -1.008 -0.063
H -3.053 -3.983 -1.944 0.054
H -3.289 -2.813 -0.622 0.068
H -3.034 -2.278 -2.273 0.080
H -6.762 -3.060 -2.927 0.124
H -5.468 -2.343 -3.764 0.107
H -4.376 -4.664 -4.070 0.086
H -5.973 -4.485 -4.748 0.108
H -5.962 -6.617 -3.438 0.141
H -7.134 -5.330 -2.920 0.116
H -6.559 -7.389 -1.074 0.070
H -5.625 -6.749 0.331 0.084
H -7.193 -6.057 -0.145 0.087
H -3.645 -6.070 -0.564 0.062
H -4.242 -7.315 -1.766 0.116
H -3.373 -5.849 -2.292 0.038
H -6.622 -1.783 -1.069 0.071
H -5.125 -0.954 -1.464 0.096
H -5.169 -1.682 0.027 0.086
H -4.278 -4.361 0.492 0.087
C 2.022 -9.053 0.619 -0.045
C 1.951 -7.868 1.501 -0.588
C 3.060 -6.912 0.983 -0.095
C 2.529 -6.078 -0.290 -0.148
C 1.291 -5.330 0.203 -0.164
C 0.155 -6.255 0.611 -0.501
N 0.736 -7.138 1.676 -0.077
O -0.261 -8.050 2.177 -0.048
C -1.021 -5.482 1.193 -0.025
C -0.436 -7.065 -0.578 -0.023
C 2.363 -8.329 2.900 -0.043
H 1.078 -9.615 0.737 0.098
H 2.893 -9.658 0.923 0.099
H 2.107 -8.813 -0.444 0.077
H 3.239 -6.115 1.732 0.091
H 4.075 -7.349 0.885 0.127
H 2.163 -6.633 -1.182 0.072
H 3.306 -5.418 -0.725 0.113
H 0.791 -4.661 -0.528 0.109
H 1.567 -4.600 1.044 0.121
H -0.607 -4.541 1.651 0.087
H -1.516 -5.095 0.286 0.066
H -1.676 -5.972 1.902 0.082
H -1.000 -6.492 -1.318 0.060
H 0.322 -7.652 -1.122 0.062
H -1.053 -7.929 -0.150 0.112
H 3.422 -8.575 2.784 0.080
H 1.764 -9.195 3.163 0.077
H 2.302 -7.605 3.768 0.105
H -0.450 -7.737 3.101 0.128
C 3.550 0.960 -5.744 -0.032
C 3.467 1.659 -4.366 -0.530
C 4.325 0.821 -3.441 -0.142
C 4.603 1.513 -2.104 -0.153
C 5.234 2.927 -2.375 -0.144
C 4.417 3.795 -3.295 -0.407
N 4.013 3.027 -4.530 -0.084
O 3.144 3.780 -5.316 -0.018
C 3.138 4.330 -2.390 0.003
C 5.304 5.051 -3.747 -0.013
C 1.998 1.656 -3.953 -0.020
H 3.251 -0.090 -5.593 0.051
H 4.565 1.037 -6.165 0.095
H 2.748 1.348 -6.442 0.101
H 3.918 -0.252 -3.377 0.143
H 5.265 0.690 -3.975 0.116
H 5.264 0.904 -1.511 0.094
H 3.671 1.594 -1.495 0.078
H 6.323 2.815 -2.608 0.137
H 5.179 3.454 -1.453 0.079
H 2.661 3.589 -1.824 -0.015
H 3.464 5.111 -1.677 0.087
H 2.358 4.745 -3.015 0.070
H 5.868 4.646 -4.534 0.058
H 4.724 5.877 -4.139 0.069
H 5.888 5.445 -2.895 0.085
H 1.794 1.901 -2.906 0.062
H 1.604 0.647 -4.088 0.076
H 1.420 2.264 -4.653 0.084
H 2.329 3.940 -4.889 0.045
C 2.366 -1.632 5.423 -0.044
C 3.163 -2.378 4.339 -0.472
C 3.342 -1.486 3.068 -0.153
C 4.292 -1.955 2.041 -0.170
C 5.665 -2.245 2.725 -0.130
C 5.640 -3.067 3.985 -0.517
N 4.518 -2.518 4.869 -0.049
O 4.432 -3.387 6.050 -0.038
C 5.377 -4.516 3.593 -0.027
C 6.970 -2.991 4.669 -0.025
C 2.249 -3.629 3.950 0.000
H 1.485 -1.242 5.003 0.052
H 2.976 -0.785 5.877 0.115
H 2.017 -2.258 6.214 0.068
H 2.307 -1.447 2.602 0.102
H 3.575 -0.469 3.334 0.108
H 4.522 -1.185 1.270 0.114
H 3.952 -2.839 1.542 0.092
H 6.051 -1.253 2.940 0.104
H 6.240 -2.736 1.985 0.113
H 4.836 -5.097 4.328 0.086
H 4.710 -4.535 2.742 0.049
H 6.258 -5.059 3.356 0.079
H 6.973 -1.984 5.062 0.086
H 6.953 -3.740 5.448 0.085
H 7.728 -3.157 3.919 0.091
H 1.993 -4.228 4.801 0.073
H 2.730 -4.185 3.180 0.030
H 1.309 -3.176 3.602 0.080
H 4.152 -2.741 6.715 0.088
C 8.032 1.322 1.170 -0.032
C 8.334 2.276 2.378 -0.485
C 8.918 3.597 1.785 -0.128
C 7.855 4.420 1.033 -0.150
C 6.594 4.637 1.939 -0.101
C 5.981 3.333 2.583 -0.457
N 7.117 2.609 3.196 -0.077
O 6.684 1.327 3.713 -0.056
C 5.014 3.696 3.776 -0.018
C 5.131 2.506 1.585 -0.038
C 9.311 1.590 3.314 -0.041
H 7.508 1.746 0.274 0.064
H 7.332 0.488 1.445 0.080
H 8.906 0.794 0.796 0.080
H 9.281 4.196 2.582 0.107
H 9.689 3.188 1.189 0.102
H 7.555 3.800 0.151 0.095
H 8.305 5.320 0.622 0.105
H 5.870 5.208 1.384 0.097
H 6.764 5.302 2.818 0.122
H 5.476 3.721 4.749 0.079
H 4.562 4.642 3.611 0.051
H 4.126 3.051 3.756 0.070
H 4.830 1.488 1.994 0.092
H 4.174 3.031 1.390 0.071
H 5.625 2.329 0.623 0.044
H 10.296 1.775 2.939 0.070
H 9.115 0.537 3.458 0.080
H 9.418 2.188 4.241 0.100
H 6.457 1.497 4.632 0.098
C -1.207 1.120 5.624 -0.017
C -1.806 2.520 6.151 -0.481
C -2.561 2.391 7.442 -0.128
C -3.007 3.770 7.961 -0.162
C -1.748 4.619 8.166 -0.152
C -1.076 4.842 6.809 -0.492
N -0.757 3.474 6.365 -0.068
O 0.030 3.527 5.139 -0.072
C -1.875 5.822 5.873 -0.001
C 0.268 5.501 7.211 -0.037
C -2.726 2.979 4.925 -0.020
H -0.688 0.606 6.463 0.081
H -0.505 1.258 4.785 0.053
H -1.960 0.349 5.388 0.083
H -3.401 1.704 7.214 0.134
H -1.867 1.923 8.147 0.123
H -3.721 3.753 8.811 0.119
H -3.608 4.342 7.244 0.092
H -1.083 4.017 8.772 0.113
H -1.892 5.574 8.695 0.129
H -2.872 5.485 5.648 0.049
H -2.062 6.595 6.581 0.067
H -1.343 6.311 5.010 0.088
H 0.872 4.784 7.820 0.104
H 0.818 5.769 6.312 0.059
H 0.074 6.496 7.655 0.094
H -3.549 3.621 5.251 0.053
H -3.249 2.099 4.603 0.058
H -2.100 3.298 4.133 0.059
H 0.948 3.209 5.270 0.124
C -1.593 -0.536 -6.856 -0.043
C -3.001 -0.421 -6.452 -0.499
C -3.739 0.718 -7.131 -0.124
C -3.835 0.477 -8.676 -0.169
C -4.610 -0.814 -8.900 -0.153
C -4.034 -2.051 -8.178 -0.526
N -3.818 -1.642 -6.754 -0.063
O -3.257 -2.733 -6.060 -0.054
C -5.081 -3.140 -8.245 -0.042
C -2.808 -2.580 -8.929 -0.019
C -3.047 -0.233 -4.875 -0.006
H -1.368 -0.230 -7.834 0.064
H -1.281 -1.589 -6.819 0.067
H -1.059 0.038 -6.152 0.078
H -4.773 0.803 -6.781 0.119
H -3.243 1.726 -6.871 0.147
H -2.838 0.375 -9.198 0.119
H -4.349 1.322 -9.091 0.098
H -4.790 -0.978 -9.988 0.132
H -5.601 -0.627 -8.468 0.114
H -5.991 -2.681 -7.839 0.089
H -5.209 -3.316 -9.278 0.069
H -4.931 -4.121 -7.679 0.110
H -1.926 -1.914 -8.784 0.078
H -2.576 -3.519 -8.506 0.051
H -3.089 -2.721 -10.038 0.123
H -3.985 -0.466 -4.405 0.065
H -2.806 0.815 -4.721 0.079
H -2.261 -0.802 -4.394 0.056
H -4.004 -3.320 -5.977 0.067
C -2.339 6.023 2.085 -0.024
C -1.069 6.559 1.351 -0.466
C -1.265 8.052 1.201 -0.194
C -0.105 8.927 0.744 -0.140
C 1.038 8.630 1.839 -0.113
C 1.287 7.112 2.026 -0.512
N 0.037 6.505 2.410 -0.052
O 0.344 5.089 2.618 -0.054
C 2.018 6.519 0.825 -0.021
C 2.148 7.022 3.348 -0.013
C -0.903 5.804 0.033 -0.007
H -3.156 6.416 1.564 0.059
H -2.411 6.573 3.050 0.086
H -2.354 4.965 2.070 0.054
H -2.056 8.225 0.465 0.121
H -1.696 8.468 2.124 0.124
H -0.476 9.978 0.815 0.116
H 0.179 8.638 -0.294 0.104
H 0.676 8.953 2.840 0.111
H 1.947 9.268 1.749 0.123
H 3.052 6.751 0.882 0.068
H 1.960 5.442 0.780 0.048
H 1.669 6.877 -0.157 0.084
H 3.114 7.419 3.268 0.066
H 1.502 7.507 4.030 0.061
H 2.234 6.037 3.754 0.056
H -0.148 5.047 -0.041 0.051
H -0.875 6.592 -0.720 0.080
H -1.892 5.330 -0.137 0.090
H 0.055 4.935 3.526 0.056
C 0.406 -2.640 -4.274 0.007
C 1.208 -3.543 -5.248 -0.498
C 2.205 -4.406 -4.477 -0.163
C 1.645 -5.539 -3.687 -0.170
C 0.842 -6.447 -4.673 -0.125
C -0.278 -5.683 -5.325 -0.485
N 0.392 -4.514 -6.002 -0.077
O -0.536 -3.860 -6.844 -0.066
C -0.811 -6.599 -6.473 -0.017
C -1.462 -5.266 -4.392 -0.017
C 2.006 -2.668 -6.223 -0.027
H -0.299 -2.103 -4.868 0.045
H 1.064 -1.943 -3.790 0.076
H -0.171 -3.274 -3.627 0.050
H 2.897 -4.796 -5.262 0.135
H 2.892 -3.783 -3.901 0.120
H 1.042 -5.151 -2.813 0.101
H 2.438 -6.097 -3.200 0.095
H 0.447 -7.449 -4.444 0.124
H 1.581 -6.659 -5.455 0.120
H -1.180 -7.483 -5.979 0.075
H -1.620 -6.104 -7.000 0.077
H 0.039 -6.814 -7.084 0.080
H -1.069 -4.945 -3.372 0.072
H -2.074 -4.467 -4.793 0.054
H -2.069 -6.145 -4.182 0.077
H 1.411 -1.832 -6.662 0.087
H 2.475 -3.152 -7.066 0.085
H 2.781 -2.187 -5.585 0.074
H -1.337 -3.459 -6.406 0.060
C 1.176 1.526 2.164 -0.008
C 0.860 1.398 0.642 -0.439
C 1.409 0.041 -0.027 -0.078
C 0.480 -1.119 0.353 -0.218
C -0.932 -0.896 0.028 -0.144
C -1.453 0.460 0.604 -0.498
N -0.541 1.506 0.266 -0.091
O -1.071 2.775 0.646 -0.026
C -2.685 0.724 -0.245 -0.033
C -1.860 0.341 2.073 -0.010
C 1.606 2.603 -0.017 -0.052
H 0.595 2.220 2.704 0.041
H 2.237 1.841 2.162 0.073
H 1.161 0.533 2.695 0.074
H 1.432 0.250 -1.128 0.115
H 2.495 -0.057 0.258 0.116
H 0.571 -1.281 1.409 0.075
H 0.884 -2.101 -0.040 0.124
H -1.421 -1.808 0.496 0.132
H -1.093 -1.043 -1.055 0.119
H -3.258 -0.215 -0.261 0.057
H -3.339 1.438 0.259 0.058
H -2.446 0.925 -1.316 0.111
H -1.043 0.100 2.772 0.071
H -2.276 1.224 2.475 0.040
H -2.662 -0.379 2.203 0.091
H 1.120 2.915 -0.948 0.082
H 2.706 2.426 -0.077 0.064
H 1.445 3.477 0.637 0.060
H -0.826 2.957 1.589 0.086
```



B.
The following is a DFT calculation (ωB97M-V/def2-TZVPD) of 11 unconnected molecules or ions with the total composition C99H209N11O11.

- LUMO level (eV) = 0.484
- net charge = 0
- frontier orbital gap (eV) = 8.9
- HOMO (eV) = -8.4
- SMILES = CC1(C)CCCC(C)(C)N1O.CC1(C)CCCC(C)(C)N1O.CC1(C)CCCC(C)(C)N1O.CC1(C)CCCC(C)(C)N1O.CC1(C)CCCC(C)(C)N1O.CC1(C)CCCC(C)(C)N1O.CC1(C)CCCC(C)(C)N1O.CC1(C)CCCC(C)(C)N1O.CC1(C)CCCC(C)(C)N1O.CC1(C)CCCC(C)(C)N1O.CC1(C)CCCC(C)(C)N1O

Structure (XYZ):
```
330
Properties=species:S:1:pos:R:3:lowdin_charge:R:1
C -4.079 4.761 1.474 -0.027
C -2.821 5.411 1.007 -0.517
C -2.917 6.870 0.953 -0.170
C -1.592 7.527 1.035 -0.182
C -0.795 7.025 2.242 -0.108
C -0.490 5.511 2.014 -0.517
N -1.813 4.939 2.063 -0.021
O -1.681 3.486 1.840 -0.076
C 0.464 5.254 0.834 -0.024
C 0.213 4.917 3.272 -0.029
C -2.387 4.955 -0.388 -0.014
H -4.224 5.034 2.497 0.082
H -4.030 3.615 1.353 0.100
H -4.929 5.152 0.900 0.098
H -3.421 7.160 0.044 0.125
H -3.575 7.265 1.766 0.144
H -1.699 8.594 1.176 0.112
H -0.914 7.357 0.177 0.108
H -1.395 7.112 3.167 0.130
H 0.127 7.551 2.356 0.111
H 1.425 5.562 1.278 0.087
H 0.577 4.197 0.607 0.068
H 0.337 5.806 -0.127 0.079
H -0.409 5.121 4.165 0.074
H 0.208 3.821 3.123 0.047
H 1.254 5.307 3.363 0.095
H -2.187 3.887 -0.412 0.063
H -1.460 5.461 -0.643 0.064
H -3.095 5.196 -1.162 0.075
H -2.247 3.102 2.489 0.075
C 5.719 -1.440 1.597 -0.038
C 6.634 -2.576 2.160 -0.532
C 6.038 -3.269 3.335 -0.124
C 4.844 -4.220 2.979 -0.171
C 5.204 -5.140 1.839 -0.126
C 5.805 -4.426 0.604 -0.457
N 6.966 -3.593 1.150 -0.043
O 7.469 -2.878 -0.035 -0.065
C 6.466 -5.406 -0.359 -0.049
C 4.791 -3.630 -0.256 -0.046
C 7.936 -1.791 2.502 -0.033
H 5.780 -0.549 2.201 0.082
H 4.684 -1.747 1.527 0.041
H 5.880 -1.174 0.529 0.085
H 6.888 -3.799 3.787 0.125
H 5.767 -2.541 4.108 0.123
H 3.915 -3.695 2.762 0.077
H 4.692 -4.782 3.920 0.107
H 4.347 -5.758 1.610 0.089
H 5.979 -5.756 2.288 0.124
H 6.463 -5.028 -1.398 0.082
H 7.517 -5.525 -0.100 0.080
H 5.984 -6.398 -0.489 0.095
H 4.299 -4.280 -1.033 0.087
H 3.921 -3.138 0.166 0.046
H 5.440 -2.993 -0.889 0.090
H 8.688 -2.484 2.864 0.078
H 7.675 -1.146 3.345 0.080
H 8.219 -1.164 1.628 0.093
H 8.335 -3.289 -0.146 0.104
C 2.501 3.684 -6.603 -0.042
C 3.727 2.796 -6.328 -0.530
C 3.254 1.475 -5.774 -0.153
C 2.709 0.567 -6.849 -0.170
C 3.699 0.398 -8.015 -0.148
C 4.055 1.705 -8.625 -0.535
N 4.564 2.514 -7.466 -0.079
O 4.862 3.771 -8.012 -0.049
C 5.259 1.590 -9.557 -0.043
C 2.893 2.282 -9.407 -0.027
C 4.542 3.548 -5.205 -0.016
H 1.708 3.302 -7.201 0.047
H 2.838 4.649 -7.021 0.087
H 2.039 3.926 -5.595 0.089
H 4.084 0.941 -5.259 0.130
H 2.568 1.589 -4.930 0.101
H 1.791 0.967 -7.284 0.098
H 2.418 -0.424 -6.396 0.091
H 3.294 -0.291 -8.779 0.128
H 4.635 -0.099 -7.657 0.133
H 6.136 1.178 -9.072 0.079
H 5.072 0.935 -10.421 0.088
H 5.543 2.570 -9.986 0.089
H 2.922 1.991 -10.468 0.090
H 1.915 1.924 -9.032 0.081
H 2.982 3.368 -9.424 0.086
H 4.828 4.540 -5.598 0.081
H 5.428 2.928 -5.026 0.083
H 3.958 3.646 -4.275 0.085
H 5.743 3.923 -7.653 0.112
C -7.150 0.732 5.238 -0.042
C -6.958 -0.239 4.071 -0.488
C -7.228 0.555 2.729 -0.097
C -5.989 1.457 2.471 -0.180
C -4.710 0.643 2.312 -0.134
C -4.383 0.001 3.665 -0.510
N -5.593 -0.807 3.982 -0.056
O -5.428 -1.382 5.332 -0.058
C -3.271 -0.981 3.445 -0.039
C -4.063 1.006 4.793 -0.008
C -7.810 -1.520 4.124 -0.041
H -6.819 0.363 6.200 0.076
H -8.184 0.920 5.597 0.094
H -6.725 1.724 5.148 0.065
H -7.422 -0.109 1.858 0.112
H -8.106 1.194 2.937 0.123
H -5.993 2.105 3.340 0.081
H -6.138 2.047 1.592 0.089
H -3.813 1.220 2.017 0.117
H -4.800 -0.177 1.570 0.098
H -3.536 -1.790 2.756 0.088
H -2.381 -0.472 3.009 0.080
H -2.972 -1.453 4.400 0.081
H -4.581 1.962 4.615 0.071
H -4.209 0.646 5.798 0.081
H -3.000 1.285 4.792 0.072
H -8.890 -1.367 4.122 0.077
H -7.547 -2.147 4.993 0.077
H -7.624 -2.184 3.235 0.095
H -5.303 -2.310 5.153 0.092
C 3.421 -3.203 -5.695 -0.030
C 2.081 -3.861 -6.107 -0.501
C 2.146 -5.420 -5.764 -0.116
C 2.060 -5.783 -4.250 -0.165
C 0.775 -5.111 -3.686 -0.125
C 0.674 -3.577 -3.961 -0.473
N 0.878 -3.368 -5.438 -0.055
O 0.918 -1.915 -5.619 -0.072
C -0.728 -3.132 -3.665 -0.034
C 1.730 -2.879 -3.110 -0.027
C 1.847 -3.745 -7.620 -0.037
H 4.097 -3.268 -6.591 0.096
H 3.994 -3.647 -4.904 0.059
H 3.432 -2.121 -5.495 0.069
H 1.334 -5.970 -6.291 0.122
H 3.085 -5.765 -6.255 0.120
H 2.909 -5.506 -3.611 0.094
H 2.010 -6.884 -4.228 0.105
H 0.620 -5.292 -2.627 0.087
H -0.057 -5.587 -4.230 0.119
H -0.940 -2.185 -4.141 0.064
H -1.438 -3.868 -3.947 0.079
H -0.878 -2.887 -2.605 0.080
H 2.751 -3.246 -3.164 0.068
H 1.764 -1.804 -3.258 0.068
H 1.473 -3.034 -2.055 0.067
H 2.600 -4.312 -8.148 0.083
H 1.863 -2.712 -7.964 0.069
H 0.803 -3.989 -7.791 0.085
H 0.211 -1.776 -6.278 0.115
C -4.311 1.688 -4.182 -0.041
C -4.425 1.077 -2.808 -0.527
C -5.822 1.231 -2.214 -0.135
C -6.135 0.338 -1.077 -0.185
C -5.885 -1.122 -1.437 -0.150
C -4.470 -1.351 -1.772 -0.496
N -4.202 -0.404 -2.990 -0.015
O -2.791 -0.538 -3.317 -0.070
C -3.502 -1.200 -0.631 -0.031
C -4.277 -2.800 -2.330 -0.017
C -3.431 1.780 -1.957 -0.041
H -4.584 2.791 -4.133 0.095
H -4.996 1.217 -4.943 0.105
H -3.282 1.641 -4.534 0.072
H -5.849 2.280 -1.928 0.121
H -6.600 1.094 -2.969 0.127
H -7.132 0.372 -0.632 0.115
H -5.542 0.611 -0.185 0.082
H -6.462 -1.361 -2.355 0.139
H -6.149 -1.809 -0.603 0.137
H -2.531 -1.086 -1.043 0.054
H -3.788 -0.380 0.014 0.040
H -3.452 -2.091 0.037 0.088
H -3.275 -3.231 -2.336 0.045
H -5.009 -3.345 -1.731 0.083
H -4.620 -2.736 -3.394 0.098
H -3.332 1.310 -0.968 0.077
H -3.670 2.827 -1.766 0.084
H -2.449 1.643 -2.357 0.062
H -2.762 -1.173 -4.049 0.091
C 0.753 2.291 -2.296 -0.020
C 0.935 1.080 -1.441 -0.493
C 2.415 0.673 -1.469 -0.133
C 2.814 -0.281 -0.385 -0.199
C 2.373 0.211 0.970 -0.104
C 0.840 0.385 0.978 -0.448
N 0.497 1.443 -0.054 -0.017
O -0.949 1.511 -0.122 -0.072
C 0.047 -0.913 0.832 -0.021
C 0.325 1.070 2.260 -0.029
C 0.144 -0.054 -2.017 -0.048
H 1.157 3.133 -1.740 0.088
H -0.314 2.497 -2.441 0.078
H 1.262 2.181 -3.217 0.055
H 2.828 0.397 -2.446 0.123
H 3.029 1.576 -1.241 0.133
H 3.890 -0.320 -0.519 0.104
H 2.407 -1.267 -0.616 0.092
H 2.766 1.216 1.104 0.126
H 2.719 -0.391 1.806 0.101
H -0.051 -1.309 1.860 0.072
H -0.955 -0.708 0.452 0.070
H 0.419 -1.714 0.180 0.060
H 0.592 0.582 3.160 0.048
H 0.671 2.115 2.357 0.076
H -0.771 0.974 2.198 0.073
H -0.934 -0.057 -1.900 0.055
H 0.404 -1.073 -1.795 0.042
H 0.170 -0.068 -3.097 0.093
H -1.267 2.267 0.385 0.048
C 0.984 -8.377 -0.886 -0.041
C 0.810 -7.328 0.246 -0.513
C 1.968 -6.342 0.194 -0.125
C 1.641 -5.085 1.023 -0.163
C 0.338 -4.453 0.562 -0.136
C -0.827 -5.421 0.673 -0.491
N -0.424 -6.595 -0.132 -0.065
O -1.588 -7.479 -0.114 -0.051
C -1.256 -5.776 2.099 -0.012
C -2.034 -4.772 -0.113 -0.016
C 0.698 -8.133 1.531 -0.033
H 0.418 -9.293 -0.620 0.084
H 2.008 -8.820 -0.973 0.095
H 0.737 -8.012 -1.869 0.066
H 2.931 -6.842 0.495 0.127
H 2.118 -6.063 -0.859 0.109
H 2.494 -4.389 0.865 0.089
H 1.534 -5.404 2.083 0.101
H 0.461 -4.225 -0.552 0.118
H 0.188 -3.502 1.090 0.088
H -1.871 -4.967 2.525 0.092
H -1.938 -6.631 2.094 0.094
H -0.369 -6.002 2.732 0.053
H -2.463 -3.922 0.489 0.080
H -1.758 -4.489 -1.154 0.072
H -2.898 -5.439 -0.120 0.077
H -0.240 -8.677 1.575 0.085
H 0.814 -7.541 2.431 0.053
H 1.480 -8.915 1.569 0.098
H -1.863 -7.591 -1.048 0.118
C -4.285 5.533 -6.379 -0.039
C -3.517 6.412 -5.438 -0.523
C -3.298 5.679 -4.075 -0.134
C -2.199 4.622 -4.078 -0.177
C -0.934 5.352 -4.591 -0.117
C -1.095 5.905 -6.008 -0.539
N -2.172 6.901 -5.925 -0.056
O -2.330 7.489 -7.270 -0.052
C 0.217 6.636 -6.417 -0.033
C -1.299 4.817 -7.022 -0.028
C -4.306 7.674 -5.198 -0.051
H -4.142 5.841 -7.428 0.095
H -5.337 5.670 -6.215 0.081
H -4.071 4.480 -6.396 0.065
H -2.967 6.473 -3.305 0.137
H -4.269 5.278 -3.791 0.109
H -2.470 3.822 -4.788 0.085
H -2.088 4.180 -3.129 0.061
H -0.044 4.670 -4.626 0.114
H -0.680 6.189 -3.909 0.130
H 0.148 6.849 -7.489 0.080
H 0.370 7.647 -6.018 0.082
H 1.139 6.087 -6.132 0.071
H -1.685 5.197 -7.991 0.101
H -0.334 4.337 -7.204 0.072
H -2.017 4.069 -6.659 0.067
H -5.257 7.490 -4.660 0.098
H -4.479 8.075 -6.150 0.055
H -3.618 8.398 -4.663 0.110
H -1.773 8.292 -7.198 0.109
C -0.255 -1.542 5.243 -0.031
C 0.901 -2.549 5.304 -0.442
C 2.126 -2.099 6.226 -0.122
C 2.995 -3.265 6.595 -0.200
C 2.205 -4.403 7.256 -0.127
C 1.089 -4.961 6.325 -0.515
N 0.297 -3.807 5.874 -0.097
O -0.724 -4.279 5.034 -0.040
C 1.773 -5.732 5.183 -0.020
C 0.108 -5.817 7.150 -0.030
C 1.441 -2.726 3.881 -0.028
H -0.834 -1.751 4.331 0.052
H 0.132 -0.500 5.248 0.068
H -0.913 -1.678 6.144 0.113
H 2.819 -1.404 5.725 0.118
H 1.770 -1.615 7.184 0.128
H 3.708 -2.877 7.301 0.107
H 3.515 -3.700 5.730 0.095
H 1.724 -4.123 8.225 0.132
H 2.963 -5.158 7.432 0.108
H 2.371 -6.534 5.745 0.121
H 0.997 -6.191 4.600 0.051
H 2.474 -5.237 4.531 0.037
H -0.524 -6.431 6.493 0.081
H 0.681 -6.553 7.748 0.087
H -0.449 -5.175 7.843 0.093
H 0.641 -3.056 3.223 0.060
H 2.252 -3.458 3.822 0.043
H 1.799 -1.783 3.480 0.079
H -0.403 -4.566 4.163 0.044
C 2.428 2.758 5.673 -0.022
C 1.628 2.766 6.974 -0.546
C 2.195 3.720 7.975 -0.161
C 1.326 4.080 9.153 -0.196
C -0.058 4.540 8.737 -0.135
C -0.713 3.574 7.689 -0.535
N 0.259 3.272 6.625 0.003
O -0.503 2.184 5.820 -0.074
C -1.240 2.464 8.555 -0.060
C -1.896 4.261 6.906 -0.015
C 1.655 1.374 7.551 -0.035
H 3.438 2.457 6.033 0.099
H 2.407 3.698 5.110 0.078
H 2.033 2.002 4.983 0.071
H 3.157 3.340 8.364 0.132
H 2.412 4.723 7.490 0.144
H 1.896 4.817 9.743 0.120
H 1.191 3.215 9.819 0.105
H -0.078 5.539 8.294 0.116
H -0.753 4.561 9.607 0.123
H -0.462 2.081 9.206 0.053
H -2.072 2.876 9.216 0.109
H -1.698 1.573 7.986 0.112
H -2.521 4.816 7.614 0.084
H -1.376 4.842 6.092 0.082
H -2.449 3.453 6.453 0.052
H 2.663 0.939 7.639 0.099
H 1.169 0.674 6.876 0.057
H 1.163 1.330 8.488 0.056
H -0.221 2.436 4.914 0.066
```



Preferred: B; penalty for the next structure: 0.1116 hartree.